C5H7N | wB97M-V/def2-TZVPD

SMILES   N#CC1CCC1
Highest occupied orbital energy   -11.28 eV
Energy above the lowest of the compared OMol25 structures with the same formula, charge and spin   21.6 kcal per mole
Frontier orbital gap   12.22 eV

Each line ends with the Löwdin charge.
Element x y z (Å)
1 N -1.58 2.32 1.55  0.138
2 C -0.90 1.67 0.87  -0.187
3 C -0.03 0.82 0.06  -0.305
4 C 0.70 -0.34 0.78  -0.139
5 C 0.55 -1.15 -0.53  -0.173
6 C -0.63 -0.23 -0.91  -0.137
7 H 0.66 1.45 -0.51  0.144
8 H 1.70 -0.17 1.19  0.109
9 H 0.05 -0.74 1.56  0.117
10 H 1.41 -0.97 -1.19  0.108
11 H 0.37 -2.22 -0.45  0.102
12 H -1.59 -0.60 -0.54  0.116
13 H -0.73 0.06 -1.96  0.107